154
Properties=species:S:1:pos:R:3:forces:R:3:mulliken_charge:R:1 method="wB97M-V/def2-TZVPD" orbital_gap_ha=0.2329 homo_energy_ev=-4.362 spin_multiplicity=1 fmax_ev_per_a=6.9 total_charge=-1
C 2.1570 1.5201 0.2299 -4.45 -0.97 -0.45 -1.180
C 0.9204 1.2592 -0.0943 6.66 0.01 1.83 0.202
P -0.9929 1.0516 -0.3828 -0.91 2.70 1.75 0.514
C -0.7575 2.7695 -1.2647 1.68 1.62 -0.36 -0.905
C -0.7545 3.9980 -0.2368 -1.20 0.26 -0.10 -0.172
N -1.8070 4.6768 0.1862 2.06 -1.83 -1.25 -0.883
B -2.9298 1.2474 -0.2823 -2.12 0.18 -1.10 1.499
O -3.6912 2.1342 -1.1862 0.97 -2.03 0.52 -0.561
C -3.8811 0.4058 0.7775 -1.40 0.27 -1.06 0.827
C -5.4359 0.9050 0.6230 0.34 -0.60 0.07 -1.119
O -1.1431 -0.5003 0.3960 0.89 -0.42 -3.53 0.312
C -0.9167 -1.5844 -0.5789 -0.74 -2.22 5.52 0.055
C 0.4518 -2.2166 0.0881 0.94 0.32 0.12 -0.003
C 1.0941 -1.7549 1.2842 -0.44 -0.81 -1.34 -0.665
C -1.9803 -2.6706 -0.0656 -0.16 -1.21 -0.46 0.223
C -2.2188 -2.7337 1.5202 -1.03 -1.25 -0.13 0.772
C -3.0573 -4.1105 1.8103 1.75 0.63 0.61 -0.549
O -3.2221 -4.1727 3.2760 -1.87 0.23 -1.17 -0.434
C -4.3739 -3.3986 3.6935 -0.28 1.16 0.53 -0.340
C -0.8149 -1.0891 -2.1245 0.62 3.55 2.49 0.779
N 0.5877 -1.4265 -2.4854 -1.19 0.24 -1.93 0.946
C 0.7933 -2.7308 -3.1532 1.56 -1.36 0.12 -0.974
C 1.4074 -0.3846 -3.0872 2.26 2.79 -2.77 0.493
C 2.9434 -0.2902 -2.5265 -0.94 -0.04 0.02 -0.484
O 1.1670 0.4051 -4.0410 -0.26 -3.14 3.52 -0.611
C -1.9920 -1.2651 -3.2137 0.99 2.29 -2.85 0.240
F -1.3284 -1.0247 -4.4984 -1.22 -1.03 2.89 -0.357
F -2.9262 -0.1489 -3.2495 1.45 -3.42 0.80 -0.132
C -2.7617 -2.6352 -3.3776 0.03 -2.38 -2.93 0.580
F -2.7747 -2.9388 -4.8098 -0.05 0.69 3.21 -0.318
F -2.0922 -3.8178 -2.8702 -1.50 3.20 -0.49 -0.319
C -4.3199 -2.7082 -3.0062 -2.49 0.09 -0.62 0.545
F -5.0903 -2.4286 -4.2044 1.93 -0.51 2.90 -0.350
F -4.8164 -1.8266 -2.0269 1.61 -1.76 -1.93 -0.155
C -4.8272 -4.2006 -2.5652 -2.24 -0.55 0.42 0.408
F -6.2615 -4.0630 -2.4252 3.56 -0.51 -0.29 -0.272
F -4.6349 -5.1720 -3.5758 -0.03 2.41 2.95 -0.234
F -4.3591 -4.5997 -1.2916 -0.89 0.70 -3.61 -0.115
O -0.8919 0.3771 -1.9624 0.92 -3.12 -0.54 -0.954
H 3.1845 1.7127 0.7100 -2.41 -0.29 -1.23 0.150
H -1.0719 1.5990 0.9778 0.28 0.15 -0.16 -0.228
H -1.4289 2.9011 -2.1788 0.48 -0.01 1.57 0.441
H 0.3280 2.7172 -1.6804 -1.89 0.20 0.50 0.469
H 0.2745 4.3289 0.1866 -1.72 -0.74 -0.68 0.311
H -2.6346 4.2737 -0.2888 0.34 0.19 0.19 0.416
H -4.2288 1.5733 -1.8061 0.51 1.12 0.89 -0.228
H -3.8962 -0.6832 0.3687 0.31 1.60 1.07 -0.432
H -3.5276 0.4738 1.8626 -0.43 -0.41 -1.51 -0.070
H -5.8033 0.7415 -0.4674 0.67 0.40 1.80 0.079
H -6.1018 0.2303 1.2725 0.79 1.21 -0.74 0.370
H -5.5461 2.0195 0.8896 0.04 -1.81 -0.39 0.217
H 0.9006 -3.1493 -0.4263 0.16 2.31 -0.05 -0.107
H 2.1990 -1.4119 1.1880 -1.41 -2.00 0.53 0.056
H 0.6261 -1.7595 2.3372 0.21 1.63 -2.12 -0.131
H -3.0141 -2.6185 -0.5514 1.27 0.19 0.56 -0.802
H -1.5533 -3.7148 -0.3593 -0.82 1.60 0.36 0.475
H -1.2782 -2.8244 2.1583 -1.17 0.23 -1.17 -0.108
H -2.8622 -1.8954 1.9520 1.11 -0.93 -0.96 -0.345
H -4.0576 -4.1484 1.2567 1.31 0.00 0.82 0.270
H -2.3896 -5.0275 1.5604 -1.28 1.50 0.23 0.250
H -4.0484 -2.3084 3.9250 -0.55 -1.64 -0.41 0.024
H -4.8469 -3.8046 4.6642 0.98 0.29 -1.55 0.254
H -5.2019 -3.3395 2.8929 1.28 -0.26 1.07 0.225
H 0.4087 -2.8149 -4.2287 0.22 0.26 1.53 0.265
H 1.9424 -2.9000 -3.2158 -1.86 0.33 0.12 0.312
H 0.4108 -3.6136 -2.5030 0.39 1.66 -1.10 0.249
H 2.9542 -0.6131 -1.4312 0.22 0.43 -1.63 -0.024
H 3.6468 -0.9291 -3.1795 -1.15 0.85 1.04 -0.036
H 3.2560 0.8200 -2.6331 -0.63 -1.98 0.24 0.356
C -6.1210 1.3498 -4.3436 -0.04 -0.23 0.09 -1.088
C -6.5186 2.7569 -3.9051 0.27 0.18 -0.35 0.366
C -7.2469 3.5740 -4.9954 0.04 0.05 0.12 -0.823
O -6.4054 4.0578 -6.0399 -0.37 -0.23 0.09 -0.389
C -6.0373 3.0809 -7.0000 0.25 0.30 0.05 -0.621
N -5.3252 3.4578 -3.4160 -0.37 0.20 -0.28 -0.442
H -5.2234 1.3360 -4.9645 -0.06 0.10 0.05 0.136
H -5.9011 0.7302 -3.4690 -0.02 0.07 -0.05 0.088
H -6.9293 0.8657 -4.8986 0.04 -0.01 0.02 0.385
H -7.2173 2.6469 -3.0673 0.00 0.13 -0.06 0.334
H -7.6687 4.4671 -4.5227 0.13 0.00 -0.07 0.388
H -8.0941 3.0152 -5.4165 0.09 -0.12 -0.07 0.419
H -6.8487 2.3748 -7.1989 0.02 -0.05 0.08 0.285
H -5.1393 2.5546 -6.6735 -0.08 -0.23 -0.09 0.231
H -5.7893 3.5964 -7.9293 -0.09 0.09 0.06 0.257
H -5.6100 4.3501 -3.0145 0.11 -0.19 0.16 0.263
H -4.7718 3.7254 -4.2309 0.04 -0.17 0.17 0.254
C -0.1626 0.2927 7.7887 0.10 0.05 0.31 -1.337
C 0.2765 -0.6258 6.6517 -0.36 0.13 -0.17 0.320
C 0.2066 0.0258 5.2532 -0.03 -0.14 -0.07 -0.576
O -1.1078 0.1658 4.7310 0.34 0.13 0.19 -0.186
C -1.8508 1.2397 5.2834 -0.26 -0.33 -0.19 -0.919
N -0.5125 -1.8633 6.7066 0.07 -0.06 -0.22 -0.815
H -1.2475 0.3761 7.8727 0.07 0.01 -0.13 0.247
H 0.1927 -0.0977 8.7471 -0.01 -0.02 -0.11 0.452
H 0.2500 1.2978 7.6658 -0.04 -0.03 -0.02 0.182
H 1.3268 -0.8821 6.8334 -0.05 -0.03 -0.13 0.457
H 0.7328 -0.6265 4.5487 -0.12 0.02 0.00 0.199
H 0.7317 0.9905 5.2338 -0.08 0.06 0.10 0.350
H -1.2221 2.1102 5.4921 0.04 -0.03 0.09 0.257
H -2.3676 0.9112 6.1864 0.05 0.27 0.16 0.318
H -2.6161 1.5286 4.5610 0.13 -0.03 -0.11 0.362
H -0.1387 -2.5210 6.0237 -0.02 0.03 0.15 0.292
H -1.4441 -1.6477 6.3492 0.12 -0.01 0.11 0.349
C 8.8366 0.2790 -0.4604 0.26 0.17 0.02 -1.629
C 8.1916 -0.6519 -1.4837 -0.30 -0.06 0.31 0.608
C 6.7455 -0.2658 -1.8633 -0.04 -0.12 -0.02 -0.045
O 5.7682 -0.5625 -0.8697 0.33 0.26 -0.26 -0.337
C 5.7390 0.3472 0.2168 -0.16 -0.35 0.09 -0.457
N 8.2640 -2.0310 -0.9861 -0.24 -0.10 -0.12 -0.773
H 8.5071 0.0811 0.5609 -0.07 -0.03 -0.12 0.314
H 9.9228 0.1495 -0.4654 -0.10 -0.05 -0.03 0.391
H 8.6259 1.3268 -0.6918 -0.01 -0.04 0.03 0.331
H 8.7909 -0.5872 -2.3989 -0.17 -0.09 -0.01 0.242
H 6.4587 -0.8551 -2.7405 0.00 -0.06 0.13 -0.385
H 6.6774 0.7894 -2.1614 0.04 0.06 0.14 0.503
H 5.9383 1.3745 -0.1020 0.07 -0.01 -0.01 0.305
H 6.4496 0.0364 0.9846 0.10 0.23 0.07 0.255
H 4.7450 0.3078 0.6629 0.00 -0.08 -0.16 -0.026
H 7.9415 -2.6608 -1.7201 0.23 0.13 -0.06 0.282
H 7.5579 -2.1292 -0.2554 0.18 0.08 -0.03 0.373
C -1.1616 5.9016 9.2578 0.06 0.29 0.12 -1.451
C -1.1376 5.2854 7.8618 -0.10 -0.35 0.21 0.308
C -2.4311 4.5309 7.4839 0.11 -0.03 -0.15 -0.782
O -2.5899 3.2646 8.1203 -0.13 0.39 -0.02 -0.226
C -3.0099 3.3336 9.4729 0.18 -0.34 -0.15 -0.775
N 0.0422 4.4192 7.7435 -0.16 -0.15 -0.20 -0.722
H -0.9761 5.1715 10.0476 -0.04 -0.03 -0.13 0.288
H -0.3790 6.6603 9.3482 -0.05 -0.10 -0.06 0.361
H -2.1203 6.3877 9.4584 0.03 -0.03 0.00 0.342
H -1.0282 6.1104 7.1486 -0.05 -0.14 -0.05 0.437
H -2.3957 4.3164 6.4109 0.03 -0.09 0.10 0.346
H -3.3210 5.1539 7.6472 0.04 0.01 0.15 0.454
H -3.7154 4.1521 9.6424 0.07 0.06 0.00 0.342
H -2.1437 3.4283 10.1296 -0.11 0.16 0.17 0.254
H -3.5023 2.3924 9.7226 -0.02 0.01 -0.14 0.245
H 0.1219 4.1037 6.7775 0.10 0.13 0.08 0.306
H -0.1546 3.5622 8.2622 0.07 0.17 0.01 0.307
C 6.7619 -2.5242 -5.6382 -0.25 0.15 0.04 -1.198
C 8.2293 -2.1128 -5.5573 0.00 -0.42 -0.10 0.423
C 9.0686 -2.5288 -6.7854 0.10 0.05 0.11 -0.826
O 9.3852 -3.9177 -6.8481 -0.18 0.35 -0.15 -0.387
C 8.3182 -4.7465 -7.2808 0.27 -0.18 0.19 -0.630
N 8.8040 -2.6386 -4.3121 0.25 0.00 -0.15 -0.485
H 6.6024 -3.5774 -5.4006 0.12 0.06 -0.04 0.268
H 6.1698 -1.9520 -4.9183 0.10 -0.04 -0.06 0.062
H 6.3519 -2.3313 -6.6331 0.01 -0.02 0.05 0.360
H 8.2536 -1.0178 -5.5089 0.12 -0.06 -0.03 0.344
H 10.0320 -2.0118 -6.7269 -0.01 -0.14 0.04 0.356
H 8.5969 -2.2027 -7.7222 -0.13 -0.08 0.05 0.440
H 7.7087 -4.2630 -8.0494 -0.04 0.05 0.08 0.293
H 7.7032 -5.0405 -6.4291 -0.22 0.02 -0.13 0.218
H 8.7467 -5.6585 -7.6994 0.10 0.10 -0.02 0.257
H 9.7460 -2.2649 -4.2025 -0.14 0.02 0.11 0.257
H 8.9553 -3.6395 -4.4438 -0.12 0.13 0.07 0.270